Entry from the Open Molecules 2025 dataset: a molecular structure, C8H9ClFeI2O4SYb at a distorted geometry (wB97M-V/def2-TZVPD).

Its multiplicity is 7. The total charge is +4. The value obtained for the frontier orbital gap (spin up / spin down) is 5.45 / 5.00 eV. The value obtained for the LUMO energy (spin up / spin down) is -17.4 / -18.1 eV. The maximum force comes out at 8.07 eV Å⁻¹. As for the expectation value of S²: 12.148.

```
27
Properties=species:S:1:pos:R:3:forces:R:3
I 3.7546 0.5126 0.3651 1.432 0.523 -0.162
I 3.0233 2.9496 1.3377 0.344 -0.110 -0.242
Fe 1.6988 0.6777 1.8470 -0.443 0.160 -0.360
Yb -0.8237 -0.5168 3.5455 0.065 -0.773 -0.358
S 0.6359 -0.4909 0.4074 -0.365 -0.299 0.094
C -2.0106 -1.4890 1.5581 -1.831 -3.211 -3.596
C -2.8155 -2.0554 3.8610 -4.633 -4.008 0.915
C 0.5353 -0.1379 -1.7694 0.040 0.473 -3.657
C 1.1603 1.1939 -2.1926 0.553 0.045 1.383
C -0.9495 -0.1282 -2.0062 -0.191 -0.022 1.444
C 1.2080 -1.3274 -2.4345 0.424 -0.218 1.204
C -0.4095 1.6474 2.3991 1.258 6.607 4.464
C -1.6845 1.0208 1.7524 -4.408 0.378 -5.624
O -3.6979 -2.8045 3.8452 4.312 3.718 0.090
O -2.5555 -2.0766 0.7329 2.017 2.466 3.113
O -0.6332 2.4995 3.2311 1.232 -3.598 -3.163
O -2.1674 1.3749 0.7296 1.877 -1.248 4.286
H 0.8894 1.3712 -3.2551 0.002 -0.257 0.510
H 2.2632 1.2008 -2.1207 -0.570 -0.092 -0.237
H 0.7740 2.0305 -1.5909 -0.044 -0.117 -0.375
H -1.1369 -0.0454 -3.0762 0.132 0.085 -0.108
H -1.4224 0.7061 -1.4892 -0.093 0.108 -0.313
H -1.3985 -1.0478 -1.6605 -0.252 -0.371 -0.110
H 0.8744 -1.3276 -3.4804 -0.121 0.149 0.083
H 0.9097 -2.2836 -2.0000 -0.085 0.000 -0.153
H 2.3008 -1.2753 -2.4554 -0.154 0.096 0.082
Cl 1.6775 -0.1788 3.9192 -0.498 -0.485 0.789
```
Positions in Å, forces in eV/Å.